No. 1
{"formula": "C12H40NO12", "method": "ωB97M-V/def2-TZVPD", "charge": 1, "max_force_ev_per_a": 3.4, "e_above_lowest_kcal_mol": 109.4, "symbols": ["N", "H", "H", "H", "H", "C", "C", "O", "O", "H", "H", "H", "H", "H", "H", "C", "C", "O", "O", "H", "H", "H", "H", "H", "H", "C", "C", "O", "O", "H", "H", "H", "H", "H", "H", "C", "C", "O", "O", "H", "H", "H", "H", "H", "H", "C", "C", "O", "O", "H", "H", "H", "H", "H", "H", "C", "C", "O", "O", "H", "H", "H", "H", "H", "H"], "xyz": [[-0.837, 0.195, -0.035], [-1.805, -0.061, 0.100], [-0.623, 0.768, 0.769], [-0.747, 0.796, -0.843], [-0.174, -0.535, -0.250], [-3.391, 2.562, 3.999], [-4.343, 2.598, 2.776], [-4.561, 1.295, 2.226], [-1.984, 2.217, 3.823], [-3.856, 1.928, 4.754], [-3.317, 3.557, 4.437], [-3.883, 3.210, 1.999], [-5.280, 3.088, 3.041], [-5.336, 0.916, 2.646], [-1.563, 2.229, 4.686], [4.767, 2.279, 5.856], [3.557, 2.938, 6.476], [2.692, 1.874, 6.968], [4.385, 1.387, 4.798], [5.295, 1.693, 6.609], [5.361, 3.064, 5.386], [3.104, 3.581, 5.721], [3.975, 3.584, 7.249], [2.832, 1.780, 7.913], [3.514, 1.085, 5.065], [5.736, 0.841, -2.170], [7.016, 0.695, -1.256], [7.003, -0.333, -0.325], [4.715, 1.313, -1.323], [5.537, -0.088, -2.705], [6.004, 1.480, -3.012], [7.139, 1.656, -0.758], [7.925, 0.761, -1.853], [6.234, -0.339, 0.251], [5.028, 2.173, -1.032], [-4.499, -3.593, -4.377], [-5.489, -2.574, -3.912], [-6.805, -2.898, -4.173], [-4.856, -4.903, -3.896], [-3.483, -3.390, -4.038], [-4.433, -3.507, -5.462], [-5.181, -1.533, -4.011], [-5.376, -2.664, -2.832], [-6.827, -3.855, -4.103], [-4.188, -5.530, -4.183], [-2.011, 3.606, -4.825], [-1.041, 2.675, -5.678], [-0.821, 1.396, -5.212], [-1.579, 3.896, -3.502], [-3.082, 3.424, -4.907], [-2.031, 4.563, -5.347], [-0.137, 3.263, -5.837], [-1.409, 2.599, -6.701], [-0.189, 1.067, -5.856], [-1.699, 4.833, -3.332], [0.532, -5.317, 1.888], [0.690, -5.447, 0.345], [1.146, -4.255, -0.233], [-0.772, -4.886, 2.269], [1.314, -4.680, 2.303], [0.726, -6.232, 2.447], [-0.238, -5.736, -0.148], [1.412, -6.244, 0.167], [1.504, -4.577, -1.064], [-1.297, -5.688, 2.226]], "lowdin_charge": [0.362, 0.159, 0.156, 0.155, 0.160, -0.216, -0.226, -0.080, -0.097, 0.114, 0.113, 0.112, 0.123, 0.085, 0.077, -0.249, -0.224, -0.073, -0.077, 0.119, 0.120, 0.119, 0.119, 0.087, 0.060, -0.240, -0.267, -0.040, -0.074, 0.115, 0.108, 0.105, 0.118, 0.091, 0.084, -0.250, -0.299, -0.025, -0.061, 0.113, 0.118, 0.127, 0.107, 0.083, 0.087, -0.222, -0.263, -0.054, -0.079, 0.110, 0.108, 0.113, 0.115, 0.090, 0.082, -0.227, -0.252, -0.074, -0.075, 0.119, 0.114, 0.116, 0.116, 0.083, 0.083]}

***

No. 2
{"formula": "CHCl2N", "method": "ωB97M-V/def2-TZVPD", "charge": 0, "smiles": "N#CCl.Cl", "max_force_ev_per_a": 1.6, "e_above_lowest_kcal_mol": 8.9, "symbols": ["N", "C", "Cl", "Cl", "H"], "xyz": [[-0.260, -2.033, 0.967], [-0.783, -1.249, 0.297], [-1.802, -0.446, -0.668], [1.122, 1.278, -0.237], [1.723, 2.450, -0.360]], "lowdin_charge": [0.099, -0.889, 0.729, 0.260, -0.199]}